[1]
The following is a DFT calculation (wB97M-V/def2-TZVPD) of C19H37ClHgSi4Te as an isolated structure in a non-equilibrium geometry.

**Strongest force on any atom**: 0.03984 Eh/bohr
**LUMO energy**: 4.67 eV
**HOMO energy**: -0.5 eV
**Net charge**: -2

Last column: Löwdin charge in e.
Positions of all 63 atoms, in Å:
C: 1.9051 -0.6291 -1.4581  -0.28
C: 0.8346 -0.1063 -2.2876  -0.24
C: -0.2980 -1.0101 -2.1772  -0.24
H: 0.8626 0.8396 -2.8381  0.08
C: 0.0645 -2.0763 -1.2490  -0.23
C: 1.4300 -1.8463 -0.8214  -0.28
H: 1.9773 -2.4229 -0.0663  0.05
H: 2.8655 -0.1486 -1.2621  0.06
H: -1.2748 -0.8842 -2.6545  0.07
H: -0.5936 -2.8779 -0.8881  0.08
Hg: 0.0914 0.0049 0.0722  0.72
Cl: 1.7994 1.7050 0.6321  -0.05
C: -1.4349 1.3596 1.3842  -0.30
C: -2.1647 0.1230 1.1599  -0.27
C: -2.4724 0.0383 -0.2654  -0.25
H: -2.3367 -0.6645 1.9108  0.06
C: -1.9659 1.2274 -0.9064  -0.25
C: -1.3235 2.0549 0.1048  -0.26
H: -0.7566 2.9764 -0.0697  0.06
H: -0.9556 1.6586 2.3217  0.06
H: -2.9539 -0.8189 -0.7495  0.07
H: -1.9765 1.4468 -1.9781  0.07
C: 2.8819 -3.7162 4.4801  -0.24
Si: 3.9593 -2.2190 4.1357  0.27
C: 5.2633 -2.0765 5.4608  -0.23
C: 4.7395 -2.4799 2.4538  -0.21
Si: 2.5996 -0.3237 3.9998  -0.06
Te: 0.8126 -1.1386 2.6118  0.49
Si: 1.4424 0.0206 6.0001  0.27
C: 2.5720 0.3765 7.4416  -0.23
C: 0.2446 1.4342 5.7257  -0.22
C: 0.4131 -1.5018 6.3818  -0.24
Si: 3.9310 1.5401 3.5776  0.30
C: 5.2205 1.8083 4.9313  -0.22
C: 4.9206 1.3196 2.0046  -0.25
C: 2.9044 3.1047 3.5679  -0.25
H: 3.5431 -4.5852 4.4451  0.02
H: 2.1131 -3.8006 3.7254  -0.02
H: 2.4396 -3.6425 5.4720  0.00
H: 5.8232 -3.0168 5.4556  0.02
H: 5.9448 -1.2577 5.2423  0.00
H: 4.8023 -1.9371 6.4330  0.01
H: 3.9695 -2.5563 1.6974  0.01
H: 5.4202 -1.6661 2.2175  0.00
H: 5.3011 -3.4151 2.5100  0.02
H: 3.1202 1.3006 7.2767  0.00
H: 1.9334 0.4929 8.3215  0.02
H: 3.2577 -0.4500 7.6000  0.01
H: -0.4064 1.2083 4.8922  0.01
H: -0.3419 1.5303 6.6420  0.02
H: 0.7804 2.3629 5.5440  0.00
H: -0.2345 -1.7293 5.5473  -0.02
H: 1.0621 -2.3461 6.6082  0.00
H: -0.1805 -1.2584 7.2654  0.02
H: 5.8989 0.9621 4.9862  0.00
H: 5.7845 2.7012 4.6490  0.02
H: 4.7431 1.9770 5.8916  0.00
H: 4.2681 1.1032 1.1521  -0.03
H: 5.4447 2.2594 1.8265  0.02
H: 5.6473 0.5250 2.1297  0.00
H: 2.0832 3.0358 2.8473  -0.03
H: 2.5185 3.3024 4.5605  0.00
H: 3.5713 3.9193 3.2748  0.02



[2]
The following is a DFT calculation (wB97M-V/def2-TZVPD) of a 10-piece molecular cluster, C6H33NO10 overall in a non-equilibrium geometry.

**Energy above the lowest of the compared OMol25 structures with the same formula, charge and spin**: 364.5 kJ/mol
**Strongest force on any atom**: 0.07443 Eh/bohr
**LUMO energy**: -0.16 eV
**HOMO energy**: -8.7 eV
**Structure (SMILES)**: CC(C)NCCCO.O.O.O.O.O.O.O.O.O

Last column: Löwdin charge in e.
Positions of all 50 atoms, in Å:
C: 3.2686 1.3035 -2.1439  -0.10
C: 1.9186 0.6745 -2.0338  -0.42
C: 1.5364 0.0617 -3.3762  -0.07
N: 1.9385 -0.4547 -1.0296  -0.05
C: 0.6403 -0.7492 -0.4863  -0.21
C: 0.7898 -1.0198 1.0358  -0.13
C: 0.4397 -2.4636 1.5820  -0.25
O: -0.9499 -2.5302 1.7512  -0.09
H: 3.9141 1.4075 -1.2560  0.08
H: 3.9377 0.8621 -2.9017  0.07
H: 3.3170 2.2121 -2.7686  0.08
H: 1.2779 1.4385 -1.5761  0.10
H: 0.5784 -0.4913 -3.4898  0.06
H: 2.2153 -0.7509 -3.6538  0.08
H: 1.3092 0.7927 -4.1793  0.09
H: 2.5474 -1.1834 -1.3449  0.11
H: 0.1506 -1.6482 -0.9684  0.11
H: 0.0169 0.1482 -0.6194  0.10
H: 1.8387 -1.2175 1.2256  0.10
H: 0.4115 -0.2952 1.7189  0.08
H: 0.8810 -2.4067 2.6385  0.11
H: 0.8025 -3.3365 1.0568  0.11
H: -1.2713 -3.0342 2.5028  0.10
O: 0.2412 -0.6656 4.4705  -0.04
H: -0.5504 -0.9313 3.9617  0.04
H: 0.8644 -1.1973 3.9577  0.02
O: -1.6445 -3.3494 -1.3072  -0.05
H: -1.5219 -2.8578 -0.4782  0.04
H: -0.9819 -4.0526 -1.2885  0.08
O: -1.7017 -1.4137 -2.9591  -0.12
H: -2.6265 -1.5981 -3.1738  0.03
H: -1.5298 -2.3478 -2.5826  0.01
O: -2.2757 1.4337 0.6345  -0.04
H: -2.1169 1.8686 1.4905  0.05
H: -1.7724 0.6179 0.7597  0.05
O: -1.6876 2.2582 -1.7573  -0.09
H: -2.2268 2.0192 -0.9482  0.03
H: -1.8037 1.3773 -2.1556  0.05
O: 1.1147 3.4795 2.4316  -0.10
H: 0.9926 4.0943 1.6902  0.03
H: 0.9017 2.7184 1.8582  0.01
O: 0.1330 3.2038 -0.0603  -0.08
H: 0.8247 3.3278 -0.7220  0.05
H: -0.5066 2.6304 -0.5373  -0.01
O: -0.9567 1.8271 3.2268  -0.06
H: -0.3380 1.2219 3.6576  0.01
H: -0.7025 2.6877 3.5821  0.05
O: -4.1279 -1.3474 1.2931  -0.05
H: -3.7381 -1.8750 1.9962  0.02
H: -3.7718 -0.4492 1.2761  0.01



[3]
The following is a DFT calculation (wB97M-V/def2-TZVPD) of a 2-piece molecular cluster, C9H16N6O5S overall in a non-equilibrium geometry.

**Strongest force on any atom**: 0.15700 Eh/bohr
**LUMO energy**: -3.42 eV
**HOMO energy**: -6.7 eV

Last column: Löwdin charge in e.
Positions of all 37 atoms, in Å:
C: -1.5869 -0.5822 -3.9525  -0.03
N: -1.6531 0.5131 -5.0304  -0.03
N: -2.1339 1.7161 -4.4655  0.00
C: -2.3671 1.3348 -3.0206  -0.46
S: -3.0384 2.3443 -1.5599  0.85
C: -2.0843 1.6605 -0.0853  -0.51
C: -2.4145 2.3984 1.3410  -0.24
C: -2.4154 1.2995 2.5575  -0.19
C: -0.9403 0.7241 2.9800  -0.15
N: 0.2172 1.2563 2.1649  0.02
C: 1.0317 0.4284 1.3862  -0.10
N: 2.5036 0.1549 1.7246  0.10
C: 3.1892 -0.4525 0.5209  -0.17
O: 2.6033 -1.7112 0.0354  -0.24
C: 1.1333 -1.6736 0.0054  -0.16
N: 0.5210 -0.2959 0.1253  0.06
O: -2.0227 -0.0492 -2.6337  -0.13
H: -1.2400 -1.7011 -4.1003  0.15
H: -0.9322 1.8682 -0.3215  0.07
H: -2.1903 0.4783 0.0071  0.10
H: -3.5149 2.8430 1.2879  0.12
H: -1.6720 3.2605 1.6196  0.11
H: -3.1345 0.3989 2.2503  0.13
H: -2.9121 1.7515 3.5443  0.13
H: -0.9622 -0.4536 2.7933  0.15
H: -0.7549 0.9773 4.1218  0.14
H: 0.4027 2.2828 2.1173  0.16
H: 2.4535 -0.5224 2.5204  0.16
H: 3.2742 0.2749 -0.4105  0.16
H: 4.3168 -0.6578 0.8526  0.17
H: 0.7457 -2.2689 -0.9525  0.17
H: 0.7287 -2.3069 0.9320  0.15
H: 0.7960 0.2609 -0.7261  0.15
N: 3.5132 -3.8879 -1.9071  -0.60
O: 4.6005 -3.6642 -2.4648  -0.06
O: 2.9320 -4.9701 -2.0912  -0.06
O: 3.0073 -3.0293 -1.1656  -0.11



[4]
The following is a DFT calculation (wB97M-V/def2-TZVPD) of C17H34GeIrN2O4S5 as an isolated structure.

**⟨S²⟩**: 8.7864
**Strongest force on any atom**: 0.01719 Eh/bohr
**LUMO energy (spin up / spin down)**: -5.66 / -8.80 eV
**HOMO energy (spin up / spin down)**: -13.5 / -14.3 eV
**Multiplicity**: 6
**Net charge**: +2

Last column: Löwdin spin population.
Positions of all 64 atoms, in Å:
Ir: -0.1603 -0.2011 -0.1274  2.87
C: 3.6538 1.7317 -1.0894  0.01
C: 2.9152 0.4291 -0.8201  0.02
C: 3.7333 -0.4864 0.0723  0.01
C: 2.5594 -0.2471 -2.1321  0.01
O: 1.6727 0.7430 -0.1070  0.24
Ge: 0.8456 2.5273 0.2830  0.06
O: -0.3483 1.2859 1.3248  0.22
C: -0.6670 1.3642 2.7563  0.02
C: 0.4243 2.1637 3.4597  0.01
C: -0.7493 -0.0244 3.3496  0.00
C: -2.0050 2.0769 2.8691  0.01
O: -0.2880 1.9731 -1.0480  0.08
C: -1.0611 2.7426 -2.0185  0.01
C: -2.3599 1.9932 -2.2453  0.00
C: -0.2576 2.8324 -3.3046  0.00
C: -1.3368 4.1291 -1.4513  0.01
H: 4.5488 1.5346 -1.6789  0.00
H: 3.9573 2.2090 -0.1550  0.00
H: 3.0219 2.4232 -1.6548  0.00
H: 4.6716 -0.7497 -0.4183  0.00
H: 3.1756 -1.4040 0.2867  0.00
H: 3.9601 0.0079 1.0195  0.00
H: 3.4409 -0.6926 -2.5916  0.00
H: 2.1189 0.4667 -2.8329  0.00
H: 1.8328 -1.0451 -1.9517  0.01
H: 1.4062 1.7173 3.2781  0.00
H: 0.2431 2.1740 4.5340  0.00
H: 0.4365 3.1985 3.1102  0.00
H: 0.2253 -0.5173 3.3085  0.00
H: -1.4834 -0.6313 2.8086  0.00
H: -1.0594 0.0362 4.3924  0.00
H: -1.9563 3.0548 2.3860  0.00
H: -2.2663 2.2214 3.9177  0.00
H: -2.7942 1.4903 2.3901  0.00
H: -2.1448 0.9678 -2.5622  0.00
H: -2.9556 2.4746 -3.0214  0.00
H: -2.9461 1.9808 -1.3184  0.00
H: -0.0993 1.8385 -3.7321  0.00
H: 0.7168 3.2864 -3.1080  0.00
H: -0.7776 3.4494 -4.0392  0.00
H: -1.8021 4.0553 -0.4640  0.00
H: -2.0117 4.6825 -2.1049  0.00
H: -0.4117 4.7068 -1.3671  0.00
C: 0.3377 -4.2002 3.6975  0.02
S: 0.5944 -5.5520 2.5362  0.17
C: 0.7050 -4.9638 0.9361  0.18
C: 0.5686 -3.6807 0.3540  0.21
S: 0.2976 -2.2269 1.2334  0.32
S: 0.7334 -3.6619 -1.3519  0.07
C: 1.0298 -5.3503 -1.6240  -0.02
S: 1.2796 -5.9763 -3.0830  0.22
S: 1.0312 -6.2678 -0.1568  0.03
H: 0.2954 -4.7128 4.6582  0.00
H: -0.6023 -3.6901 3.5122  0.01
H: 1.1756 -3.5089 3.6889  0.01
N: -3.6556 -0.8934 -0.9949  0.00
C: -2.6823 -1.6731 -1.4766  0.02
N: -3.0034 -2.7986 -2.1165  0.01
O: -1.4529 -1.3964 -1.3152  0.15
H: -4.6292 -1.0940 -1.1496  0.00
H: -3.4181 0.0003 -0.6026  0.00
H: -3.9533 -3.0074 -2.3749  0.00
H: -2.2698 -3.3148 -2.5727  0.00



no.,molar mass (g/mol)
1,741.5
2,279.3
3,320.3
4,755.6